# 1
DFT (ωB97M-V/def2-TZVPD) results for a 6-piece molecular cluster, C4H24N2O6 overall in a non-equilibrium geometry.

```
36
Properties=species:S:1:pos:R:3:forces:R:3:nbo_charge:R:1
C 1.6716 -1.9200 2.4008 0.6 -2.0 -3.0 -0.094
O 2.8892 -2.3532 1.7763 1.6 0.1 1.0 -0.752
C 1.2579 -0.7536 1.4030 -0.2 -0.9 0.4 -0.068
C -0.2295 -0.5249 1.5401 -2.0 -0.6 0.4 -0.487
C -0.9172 0.7235 1.0680 -1.8 2.8 2.0 -0.260
N -0.1507 1.4715 0.0692 -0.2 0.9 -1.3 -0.747
N 1.5747 -1.2944 -0.0201 0.4 -1.1 0.6 -0.711
H 1.1372 -2.9325 2.2027 -0.5 2.3 0.8 0.234
H 1.7753 -1.6947 3.4645 -0.3 0.3 -0.3 0.245
H 3.6685 -2.0328 2.2528 0.0 -0.2 -0.1 0.506
H 1.9749 0.0962 1.5123 -0.7 -0.5 0.2 0.229
H -0.5557 -0.6217 2.6319 0.6 -0.4 -1.5 0.280
H -0.7874 -1.2672 0.8973 1.0 -0.2 1.2 0.248
H -1.2859 1.4197 1.9387 1.5 -0.9 -1.4 0.240
H -1.9088 0.5549 0.6496 0.2 -0.5 -0.4 0.268
H -0.1845 0.9568 -0.8800 -0.5 0.8 1.2 0.490
H 0.8586 1.4828 0.3060 -0.8 1.1 -0.2 0.426
H -0.5860 2.4552 -0.2101 1.6 -2.4 0.9 0.501
H 1.6937 -0.6225 -0.7471 0.4 1.2 -0.5 0.438
H 2.4547 -1.8718 0.0514 -0.5 0.5 0.3 0.487
H 0.8691 -1.9127 -0.4175 -0.5 -0.3 0.5 0.443
H 3.0921 2.7972 -1.7217 -0.4 -0.5 0.2 0.503
H 3.3190 2.2911 -0.3332 0.3 0.0 0.3 0.482
O 2.6877 2.2130 -1.0488 0.2 0.3 -0.3 -0.979
H 0.4823 3.1894 -2.5329 0.5 0.0 0.2 0.502
H -0.8274 2.5462 -2.7533 0.8 -0.3 0.8 0.486
O -0.0270 2.4527 -2.1734 -1.2 1.2 -1.9 -0.969
H -2.1599 -3.3245 -1.8823 0.3 0.1 0.4 0.495
H -2.9414 -2.9910 -0.6383 0.1 0.0 0.2 0.493
O -2.0475 -2.9264 -0.9999 -0.2 0.2 -0.6 -0.978
H -1.6245 0.4234 -2.7280 0.1 0.2 -0.3 0.500
H -1.6985 -0.7089 -1.7197 0.8 0.8 -0.1 0.516
O -1.1416 0.0805 -1.9737 -1.1 -1.8 0.3 -0.975
H -4.0275 1.7791 -1.2371 -0.9 0.2 -0.2 0.491
H -4.5189 1.3332 0.2197 -0.8 0.2 -0.2 0.501
O -3.7866 1.4864 -0.3671 1.8 -0.4 0.5 -0.985
```
Positions in Å, forces in eV/Å.

Summary:
- energy (Ha) = -727.1422
- energy relative to the best compared isomer or geometry (same formula, charge and spin) (eV) = 0.9217
- total charge = +2
- lowest unoccupied orbital energy (eV) = -5.79

=====

# 2
DFT (ωB97M-V/def2-TZVPD) results for a 7-piece molecular cluster, C4H24N2O6S overall in a non-equilibrium geometry.

```
37
Properties=species:S:1:pos:R:3:forces:R:3:nbo_charge:R:1
N -2.1522 -0.2478 2.2685 -0.2 -0.1 0.4 -0.885
C -0.9828 -1.1422 2.1036 0.3 1.0 0.0 -0.230
C -0.6355 -1.2958 0.6085 0.4 -1.8 1.9 -0.074
N -1.7804 -1.8751 -0.0517 0.1 0.0 -1.1 -0.861
C 0.5591 -2.2883 0.5283 0.8 -0.6 -0.9 -0.414
C 1.9135 -1.7211 1.0033 -1.3 0.3 -0.2 -0.519
S 2.4378 -0.2945 0.0177 0.3 0.9 0.0 -0.044
H -1.8843 0.5446 2.8463 0.1 0.1 -0.3 0.398
H -2.8857 -0.6995 2.8024 -0.1 -0.2 -0.2 0.358
H -0.1439 -0.6472 2.6347 -0.2 -0.6 -0.2 0.185
H -1.1276 -2.1552 2.5132 -0.1 0.4 0.0 0.183
H -0.3058 -0.3151 0.2579 -0.4 -0.2 -0.5 0.193
H -2.5593 -2.1845 0.5068 0.2 0.3 0.3 0.366
H -2.0995 -1.3321 -0.8356 -0.1 -0.2 0.0 0.381
H 0.6684 -2.6380 -0.5181 -0.1 0.5 0.3 0.219
H 0.4217 -3.2565 1.0630 -0.5 0.8 0.1 0.204
H 2.7194 -2.4500 0.8750 -0.1 0.2 0.2 0.232
H 1.7994 -1.4251 2.0421 0.5 -0.1 0.2 0.209
H 1.5739 0.7142 0.3675 0.4 -0.8 0.3 0.101
O 1.8523 -1.0003 -2.9341 -0.5 -0.4 -0.5 -0.969
H 0.8734 -1.0505 -2.9899 0.6 0.1 0.1 0.499
H 2.1794 -1.8974 -3.0961 -0.2 0.3 0.0 0.465
O -0.9747 -0.1411 -2.6494 0.1 -0.2 0.4 -1.005
H -1.6325 -0.2724 -3.3309 -0.2 0.0 -0.1 0.475
H -1.4404 0.2913 -1.8920 0.2 -0.2 -0.6 0.503
O 0.1886 3.1213 0.2833 1.1 0.3 -1.0 -0.973
H 0.8142 3.7097 -0.1955 -0.7 -0.2 0.7 0.485
H 0.2662 2.3480 -0.3081 -0.5 0.3 0.2 0.494
O 0.5548 2.1010 -2.2782 0.9 -0.1 0.5 -0.941
H 0.7649 1.2358 -1.8962 -0.5 -0.5 -0.4 0.482
H 1.4565 2.3464 -2.5163 0.0 0.4 -0.4 0.471
O -2.3534 0.9730 -0.6691 -0.3 1.0 0.0 -0.997
H -2.4526 1.9415 -0.7582 0.1 -0.7 0.3 0.495
H -2.5004 0.7266 0.2634 0.1 0.0 0.1 0.526
O -0.5931 2.2991 2.6854 0.3 0.3 -0.1 -0.984
H -0.4898 2.8800 1.8979 -0.1 -0.5 0.4 0.505
H 0.3269 2.1445 2.9375 -0.2 0.0 0.1 0.466
```
Positions in Å, forces in eV/Å.

Summary:
- SMILES = NC[C@H](N)CCS.O.O.O.O.O.O
- energy (Ha) = -1125.9237
- energy relative to the best compared isomer or geometry (same formula, charge and spin) (eV) = 0.1251
- total charge = 0
- lowest unoccupied orbital energy (eV) = 0.38

=====

# 3
DFT (ωB97M-V/def2-TZVPD) results for a 7-piece molecular cluster, C4H24N2O6S overall in a non-equilibrium geometry.

```
37
Properties=species:S:1:pos:R:3:forces:R:3:nbo_charge:R:1
N -1.0612 0.2279 1.2274 0.0 -0.2 -0.9 -0.874
C 0.2972 0.7316 1.2336 0.1 0.1 1.8 -0.049
N 1.2489 0.0280 0.3800 0.5 0.9 0.1 -0.663
C 2.1610 0.9113 -0.3499 0.6 0.9 0.1 -0.222
C 2.4767 0.4629 -1.7750 -0.2 -1.6 0.6 -0.412
C 1.4634 0.7205 -2.9108 1.3 -0.4 1.3 -0.537
S 1.3697 2.4824 -3.2576 -0.5 0.6 -0.7 -0.052
H -1.2821 -0.0297 0.2647 -0.3 0.2 0.0 0.383
H -1.1238 -0.6696 1.6892 0.1 0.1 0.4 0.368
H 0.2881 1.8188 1.1121 0.0 0.0 -0.8 0.163
H 0.6249 0.6621 2.2834 0.1 -0.2 -0.1 0.160
H 0.7635 -0.5044 -0.2913 -1.0 -0.7 -0.9 0.369
H 1.7931 1.9448 -0.3794 -0.3 0.0 0.1 0.172
H 3.0900 0.9803 0.2225 0.2 0.0 -0.1 0.182
H 3.4753 0.7241 -2.1140 0.0 0.7 0.1 0.218
H 2.6031 -0.6251 -1.6536 -0.3 -0.1 -0.3 0.201
H 1.9279 0.1723 -3.7210 -0.2 0.3 -0.7 0.217
H 0.5001 0.2683 -2.7067 -0.1 0.3 0.1 0.247
H 2.1511 3.0213 -2.3105 0.1 -0.4 0.1 0.118
O -2.8098 -1.9654 0.5335 -0.3 -0.1 0.3 -0.988
H -2.2040 -2.3295 1.2091 -0.2 -0.1 -0.3 0.498
H -3.6410 -1.8183 1.0093 0.3 0.0 -0.3 0.473
O -0.9190 -2.9313 2.3096 0.1 0.4 -0.1 -0.990
H 0.0197 -2.6778 2.2958 0.1 -0.3 -0.1 0.513
H -1.0239 -3.5759 3.0083 0.0 -0.1 0.2 0.488
O 1.8908 -3.0168 1.5452 0.2 0.1 0.5 -0.964
H 2.5164 -2.2717 1.5612 -0.5 -0.2 -0.3 0.493
H 1.5542 -3.1033 0.6493 0.2 0.2 -0.1 0.483
O -1.1421 -0.7874 -1.9026 -0.9 -0.5 -0.2 -0.971
H -1.6462 -0.1973 -2.4827 0.3 0.3 0.2 0.491
H -1.8211 -1.4525 -1.6933 0.4 0.0 0.3 0.493
O -1.8647 1.9585 -1.5511 -0.1 0.1 0.2 -0.952
H -1.6799 2.9002 -1.5425 0.2 0.2 -0.3 0.477
H -2.1416 1.7984 -0.6428 -0.1 -0.2 0.1 0.476
O -2.9567 2.2062 2.9123 -0.2 0.3 0.3 -0.971
H -2.2687 2.3653 3.5785 -0.2 -0.4 -0.6 0.468
H -2.6296 1.5705 2.2596 0.5 -0.1 0.3 0.495
```
Positions in Å, forces in eV/Å.

Summary:
- SMILES = NCNCCCS.O.O.O.O.O.O
- energy (Ha) = -1125.9201
- energy relative to the best compared isomer or geometry (same formula, charge and spin) (eV) = 0.2239
- total charge = 0
- lowest unoccupied orbital energy (eV) = 0.39

=====

# 4
DFT (ωB97M-V/def2-TZVPD) results for a 7-piece molecular cluster, C4H24NO7S overall in a non-equilibrium geometry.

```
37
Properties=species:S:1:pos:R:3:forces:R:3:nbo_charge:R:1
C 0.3280 1.1852 1.9175 2.5 0.8 -0.3 -0.096
O 1.3417 2.1455 1.5093 -0.6 0.5 -0.2 -0.738
C -0.5510 0.8202 0.7648 -1.0 -0.2 0.9 -0.104
C -1.8412 0.1397 1.2543 -0.3 -0.1 -0.6 -0.434
C -2.9528 1.1659 1.3912 -0.4 -0.1 0.9 -0.541
S -3.6942 1.8780 -0.0763 0.1 0.1 -0.6 -0.014
N 0.1249 -0.1041 -0.2124 1.3 0.2 1.9 -0.697
H -0.1999 1.7207 2.7011 -0.5 -0.6 0.1 0.215
H 0.9813 0.3862 2.2786 -0.8 -0.5 0.4 0.208
H 1.3132 2.2502 0.5515 0.0 0.0 0.0 0.468
H -0.7348 1.7838 0.3164 -0.6 -0.3 -0.7 0.259
H -1.7701 -0.3829 2.2110 0.6 0.3 0.2 0.238
H -2.0832 -0.6984 0.5906 -0.4 0.3 -0.3 0.216
H -2.5955 2.0023 1.9706 0.3 0.3 0.3 0.226
H -3.7608 0.7916 2.0183 -0.1 -0.3 -0.2 0.241
H -3.1165 3.0882 0.0163 -0.1 -0.2 -0.1 0.130
H 1.1344 0.0832 -0.2465 0.1 0.3 -0.2 0.466
H 0.0617 -0.9980 0.2887 -0.2 -0.6 -1.0 0.452
H -0.1825 -0.0881 -1.1804 -0.5 -0.1 0.0 0.466
H 0.4605 3.3595 -1.2286 -0.3 0.1 0.2 0.488
H 0.4117 2.3690 -2.3293 -0.1 -0.4 0.1 0.492
O 0.1644 2.4539 -1.3983 0.6 0.7 -0.6 -0.967
H 2.2558 -2.8414 -0.4933 0.4 0.3 0.4 0.484
H 2.6617 -3.5685 0.8826 0.1 0.5 -0.1 0.491
O 2.3800 -3.6724 -0.0287 -0.3 -0.8 -0.4 -0.947
H -0.9310 -4.1962 0.5852 0.2 -0.2 0.0 0.487
H 0.5901 -3.8740 0.2311 -0.4 -0.2 0.1 0.503
O -0.2885 -3.4999 0.4404 0.1 0.7 0.0 -1.012
H 1.7218 0.5107 -3.4071 0.2 0.0 -0.1 0.485
H 0.7444 -0.6031 -2.9882 0.2 0.2 0.1 0.497
O 1.4092 0.0211 -2.6432 -0.2 -0.1 -0.1 -0.990
H -1.7736 -1.4382 -2.8305 0.0 0.0 0.3 0.496
H -0.8611 -1.7007 -3.9759 0.2 -0.2 -0.3 0.493
O -0.8349 -1.5505 -3.0279 -0.4 0.1 0.0 -0.967
H 3.7068 -0.2921 1.5225 -0.2 -0.8 -0.4 0.476
H 3.3516 1.0904 1.5081 -0.9 0.4 -0.4 0.497
O 3.0285 0.2634 1.1163 1.2 -0.2 0.7 -0.966
```
Positions in Å, forces in eV/Å.

Summary:
- energy (Ha) = -1146.1802
- energy relative to the best compared isomer or geometry (same formula, charge and spin) (eV) = 0.0000
- total charge = +1
- lowest unoccupied orbital energy (eV) = -2.75